Computed, not measured: a cluster of 2 separate species, C4H12N2O2 in total, with wB97M-V/def2-TZVPD.

Element x y z (Å)
1 O -1.8243 0.2925 1.3700
2 O -0.6290 -2.2814 2.0363
3 N 1.4717 -1.8547 -0.7743
4 N -0.7949 0.0571 -0.6122
5 C -1.0650 2.3524 0.3996
6 C 1.6749 -0.3985 -0.6770
7 C -1.2388 0.8346 0.4412
8 C 0.4796 0.3828 -1.2993
9 H 0.7813 -2.2682 -0.1570
10 H 1.1851 -2.1979 -1.6849
11 H 2.6878 -0.1942 -1.0877
12 H -0.8217 -1.4749 1.5305
13 H -1.1847 2.6845 1.4317
14 H -0.0763 2.7660 0.1626
15 H -1.8665 2.7898 -0.1867
16 H 1.7443 -0.1410 0.3759
17 H -0.7335 -2.0656 2.9662
18 H 0.5665 1.4751 -1.2212
19 H -0.7359 -0.9541 -0.6526
20 H 0.3795 0.1959 -2.3612

Properties
Net charge: 0
Structure (SMILES): CC(=O)NCCN.O
Energy above the lowest of the compared OMol25 structures with the same formula, charge and spin, kcal per mole: 35.30